One molecule with the formula C8H18OSi. Source: the Open Molecules 2025 dataset; level of theory: the ωB97M-V functional and the def2-TZVPD basis.

XYZ file:
```
28
Properties=species:S:1:pos:R:3:forces:R:3
C -1.282 2.807 0.071 0.955 -0.124 0.395
C -0.953 1.729 0.795 0.137 1.087 -0.013
Si -0.397 0.073 0.191 3.198 0.813 0.308
C -1.359 -1.320 0.845 -1.182 -0.263 1.737
C -2.737 -1.565 0.216 -0.133 -1.961 0.201
O -0.261 0.170 -1.456 -0.895 0.159 1.214
C -0.251 -0.864 -2.417 -1.401 2.284 -1.241
C 1.675 -0.014 0.865 -2.091 0.414 2.880
C 2.200 1.444 0.709 -1.197 -0.638 -1.351
C 2.502 -1.107 0.135 -1.177 2.006 1.938
H -1.194 3.820 0.441 -0.381 0.015 0.577
H -1.395 2.820 -0.984 -0.406 -0.556 -0.936
H -0.652 1.988 1.817 -0.340 -0.350 0.020
H -0.780 -2.214 0.720 0.514 -0.615 0.287
H -1.467 -1.092 1.973 0.299 -0.530 -1.549
H -3.331 -2.439 0.650 1.261 0.671 -0.391
H -3.401 -0.772 0.472 -0.460 1.099 -0.710
H -2.577 -1.810 -0.861 -0.676 0.663 0.655
H 0.161 -1.762 -2.018 -0.367 -1.089 -0.001
H 0.445 -0.421 -3.087 0.869 -0.496 -1.225
H -1.248 -0.826 -3.027 1.522 -0.932 1.454
H 1.719 -0.224 2.050 -0.489 0.208 -2.406
H 1.982 1.661 -0.389 0.729 0.258 1.152
H 1.480 2.096 1.275 1.389 -0.268 -0.320
H 3.291 1.555 0.934 -0.990 0.143 -0.020
H 2.771 -0.508 -0.706 0.935 -0.621 -1.197
H 1.759 -1.855 -0.065 0.479 -1.037 -0.422
H 3.302 -1.370 0.850 -0.102 -0.338 -1.035
```
Forces are in eV/Å.

Computed properties:
Maximum force, eV/A: 3.58
Multiplicity: 1
Relative energy (zero: lowest compared OMol25 entry of this formula, charge and spin), eV: 1.548
LUMO, eV: 0.9
Charge: 0
Energy, eV: -18511.62660
SMILES string: C=C[Si@@](CC)(OC)C(C)C
Orbital gap, eV: 9.575

A 2-piece molecular cluster, C5H13O3 overall. Source: the Open Molecules 2025 dataset; level of theory: the ωB97M-V functional and the def2-TZVPD basis.

XYZ file:
```
21
Properties=species:S:1:pos:R:3:forces:R:3
C -0.112 1.962 -1.267 -0.237 0.530 -4.291
O -1.343 2.228 -0.921 -1.014 -0.605 1.074
C 0.123 0.495 -2.029 1.952 1.509 -0.224
C -0.344 -0.546 -1.079 -2.069 -0.373 1.024
C 0.542 -0.561 0.222 -2.094 -0.622 0.526
C 1.405 -1.779 0.453 -0.991 -2.888 -0.214
O 0.837 -2.718 1.527 3.508 1.283 -0.819
H 0.178 2.655 -2.213 0.367 -0.611 1.387
H 0.614 2.128 -0.485 1.046 -0.105 0.470
H -0.282 0.536 -3.051 -0.905 -0.110 0.592
H 1.207 0.407 -2.320 -0.307 0.007 0.762
H -0.530 -1.596 -1.455 0.308 0.975 0.215
H -1.378 -0.074 -0.798 1.448 -1.117 -0.197
H 1.176 0.334 0.173 -0.355 -0.143 0.486
H -0.234 -0.577 1.119 1.942 0.372 -1.732
H 1.629 -2.440 -0.470 -0.788 1.091 1.092
H 2.387 -1.556 0.815 0.412 0.282 0.644
H -0.074 -2.878 1.483 -2.044 0.162 -0.768
H -0.159 0.721 2.321 -1.366 0.217 0.764
H -1.338 1.410 1.717 -0.140 -0.498 0.985
O -1.104 0.929 2.565 1.326 0.646 -1.779
```
Forces are in eV/Å.

Computed properties:
Maximum force, eV/A: 4.33
Multiplicity: 1
Relative energy (zero: lowest compared OMol25 entry of this formula, charge and spin), eV: 1.991
LUMO, eV: 3.5
Charge: -1
Energy, eV: -11536.55175
Orbital gap, eV: 6.339

C16H38N6O12Zn2 as an isolated structure. Source: the Open Molecules 2025 dataset; level of theory: the ωB97M-V functional and the def2-TZVPD basis.

XYZ file:
```
74
Properties=species:S:1:pos:R:3:forces:R:3
Zn 13.249 -12.159 13.471 -1.587 0.644 -0.139
Zn 11.284 -9.984 14.455 0.643 0.672 0.163
C 13.976 -10.076 14.693 -8.756 -2.578 -1.490
O 14.385 -11.181 14.850 10.740 -9.147 4.133
O 12.997 -9.866 15.451 -1.455 6.322 9.372
O 13.391 -10.133 13.603 -0.878 4.262 -12.314
C 10.749 -11.955 13.060 6.581 1.239 -0.249
O 11.558 -12.549 12.309 0.557 -3.533 -5.936
O 10.373 -10.821 12.930 -6.754 5.316 -4.763
O 11.261 -12.022 14.188 2.055 -2.914 10.625
C 14.853 -12.433 17.998 0.449 -1.583 2.885
O 14.942 -13.007 19.107 -0.006 0.551 -1.429
N 15.727 -12.529 17.011 2.211 -0.909 -1.061
N 13.857 -11.647 17.662 -2.631 1.654 0.387
H 15.599 -11.961 16.186 0.188 -0.342 -0.094
H 16.491 -13.181 17.125 -0.155 0.361 -0.136
H 13.160 -11.471 18.372 0.185 0.035 -0.299
H 13.845 -11.148 16.784 -0.382 -0.027 0.208
C 12.199 -6.753 17.329 0.508 0.491 -2.077
O 12.099 -6.377 16.169 -0.591 0.433 -0.959
N 12.092 -6.025 18.376 -1.090 4.390 3.197
N 12.516 -7.937 17.719 0.824 -4.664 -0.452
H 12.230 -6.508 19.252 -0.390 1.273 0.110
H 11.825 -5.060 18.244 0.124 -0.154 0.684
H 12.812 -8.048 18.678 0.180 -0.792 -0.696
H 12.749 -8.551 16.953 0.467 -1.004 0.231
C 10.004 -10.473 17.251 -1.046 -1.078 0.630
O 10.012 -9.812 16.032 -0.683 1.453 -0.035
C 9.149 -8.651 15.974 0.906 -0.156 -0.182
C 9.346 -8.096 14.575 -1.076 0.284 -0.053
N 10.760 -7.981 14.283 0.091 -0.280 -0.226
C 11.033 -7.415 12.950 0.867 -0.409 -0.034
C 12.460 -6.815 12.811 -0.621 0.087 -0.652
O 12.584 -6.408 11.422 -0.638 -0.504 0.564
C 13.629 -5.534 11.125 0.900 0.308 -0.122
H 10.641 -11.351 17.143 0.049 0.146 0.252
H 8.971 -10.785 17.405 -0.118 -0.524 0.216
H 10.220 -9.865 18.130 0.645 0.328 -0.235
H 9.468 -7.923 16.721 0.284 0.043 0.181
H 8.118 -8.905 16.220 -0.073 -0.274 -0.286
H 8.898 -7.104 14.509 -0.410 0.086 0.036
H 8.844 -8.749 13.860 0.099 -0.021 -0.188
H 11.114 -7.382 15.015 0.890 0.310 0.250
H 10.354 -6.586 12.749 -0.234 -0.106 -0.278
H 10.891 -8.265 12.283 -0.100 0.430 -0.562
H 13.290 -7.479 13.052 -0.256 -0.322 0.129
H 12.463 -5.988 13.521 0.402 0.455 -0.184
H 14.598 -5.873 11.490 0.014 0.061 0.881
H 13.405 -4.509 11.420 0.134 0.080 0.392
H 13.898 -5.479 10.070 -0.989 -0.333 -0.421
C 16.361 -7.546 12.716 -0.184 -0.775 1.107
O 17.108 -8.423 13.627 -0.856 0.938 -1.614
C 17.333 -9.668 12.983 -0.638 -0.276 0.808
C 17.871 -10.616 14.039 1.243 1.774 0.093
N 18.274 -11.870 13.479 -0.140 0.777 -0.704
C 17.868 -12.954 14.280 0.648 -3.161 0.233
C 18.477 -14.333 13.818 -1.032 1.760 0.743
O 17.744 -14.717 12.685 1.248 -1.282 -0.902
C 18.312 -15.941 12.150 -1.055 0.401 -0.514
H 16.900 -7.326 11.794 0.270 0.127 0.148
H 16.026 -6.655 13.248 0.736 0.146 0.121
H 15.408 -8.000 12.445 0.009 -0.547 -0.195
H 16.390 -10.078 12.620 -0.411 0.015 -0.220
H 17.995 -9.591 12.121 0.346 0.177 -0.045
H 18.786 -10.123 14.366 -0.060 0.197 0.762
H 17.165 -10.678 14.867 -0.084 -0.100 -0.013
H 17.897 -11.818 12.543 -0.043 -1.283 -0.208
H 18.175 -12.857 15.321 0.436 0.585 -0.010
H 16.799 -13.144 14.374 -0.542 0.181 -0.314
H 19.544 -14.252 13.613 0.114 0.179 -0.141
H 18.343 -15.045 14.632 -0.069 -0.281 0.155
H 18.041 -16.017 11.097 -0.315 0.138 0.036
H 17.869 -16.793 12.666 0.204 -0.116 0.162
H 19.400 -16.008 12.141 0.102 0.366 0.541
```
Forces are in eV/Å.

Computed properties:
Maximum force, eV/A: 14.70
Multiplicity: 1
LUMO, eV: -1.5
Charge: 0
Energy, eV: -147548.34345
Orbital gap, eV: 7.240

One molecule with the formula C22H31F2N3O2. Source: the Open Molecules 2025 dataset; level of theory: the ωB97M-V functional and the def2-TZVPD basis.

XYZ file:
```
60
Properties=species:S:1:pos:R:3:forces:R:3
C -1.251 1.094 2.673 -0.287 -0.270 0.127
N -0.430 1.621 1.605 0.111 0.236 0.122
C 0.624 2.540 1.993 0.362 0.230 0.032
C 1.778 1.831 2.706 -0.188 -0.073 -0.383
C 2.453 0.806 1.797 0.263 0.269 0.322
C 3.660 0.136 2.451 -0.264 0.030 -0.163
C 3.279 -0.723 3.670 0.260 0.067 0.098
C 4.229 -1.916 3.618 -0.171 -0.087 -0.023
C 4.302 -2.216 2.125 0.159 0.004 0.038
C 4.383 -0.828 1.483 0.038 -0.040 0.005
C -0.502 1.234 0.318 -0.269 -0.256 0.039
O 0.220 1.727 -0.541 0.210 0.066 -0.339
C -1.532 0.180 -0.057 0.075 0.151 0.065
C -2.758 0.819 -0.751 0.113 0.096 0.209
C -4.016 0.430 0.028 -0.032 0.084 -0.026
O -4.042 0.486 1.246 0.123 0.041 0.238
N -5.101 0.067 -0.670 -0.497 -0.139 -0.035
C -5.160 -0.084 -2.103 0.175 0.081 -0.452
C -4.100 0.810 -2.730 -0.334 -0.202 0.024
N -2.824 0.450 -2.153 -0.216 -0.011 -0.009
C -1.665 0.891 -2.932 0.083 -0.119 -0.153
C -0.826 -0.292 -3.351 0.059 -0.063 -0.166
C 0.481 -0.446 -2.900 0.005 0.068 -0.070
C 1.241 -1.541 -3.269 0.007 -0.082 -0.045
C 0.713 -2.514 -4.100 -0.173 0.038 -0.040
C -0.583 -2.370 -4.558 -0.034 0.009 0.006
F -1.108 -3.306 -5.373 -0.035 0.186 0.097
C -1.346 -1.270 -4.190 0.205 -0.055 0.033
F -2.601 -1.151 -4.670 0.113 -0.041 0.038
H -0.896 0.115 3.008 -0.019 -0.002 0.089
H -1.200 1.782 3.516 0.030 0.003 0.008
H -2.293 1.010 2.365 0.114 -0.027 0.072
H 0.197 3.312 2.641 -0.025 -0.036 -0.067
H 0.992 3.009 1.078 -0.063 0.018 0.182
H 2.507 2.586 3.008 0.029 0.028 0.087
H 1.408 1.343 3.609 0.024 0.009 0.138
H 2.773 1.309 0.882 -0.052 -0.021 -0.092
H 1.730 0.038 1.512 -0.018 -0.094 -0.089
H 4.355 0.920 2.767 -0.006 0.004 0.004
H 3.355 -0.172 4.606 -0.113 0.016 0.064
H 2.251 -1.078 3.563 -0.127 -0.001 0.014
H 3.873 -2.763 4.203 0.065 -0.032 0.079
H 5.214 -1.628 3.989 0.070 -0.008 0.051
H 5.152 -2.845 1.861 -0.030 -0.094 -0.054
H 3.390 -2.724 1.809 -0.034 -0.067 -0.013
H 5.426 -0.532 1.367 0.031 0.005 -0.066
H 3.923 -0.817 0.496 0.034 0.055 -0.095
H -1.856 -0.391 0.809 -0.003 -0.008 -0.053
H -1.063 -0.503 -0.766 0.028 0.058 0.110
H -2.691 1.923 -0.638 -0.059 -0.163 -0.006
H -5.902 -0.213 -0.122 0.181 0.069 0.065
H -6.158 0.196 -2.452 0.075 0.002 0.029
H -4.964 -1.125 -2.386 -0.042 0.120 -0.068
H -4.074 0.629 -3.804 0.012 0.040 0.050
H -4.355 1.871 -2.551 0.004 -0.043 -0.059
H -2.003 1.420 -3.828 -0.038 0.023 0.091
H -1.036 1.571 -2.352 -0.060 -0.029 -0.107
H 0.889 0.309 -2.246 -0.001 0.074 0.068
H 2.253 -1.642 -2.908 0.100 -0.010 0.036
H 1.284 -3.378 -4.401 0.027 -0.108 -0.055
```
Forces are in eV/Å.

Computed properties:
Maximum force, eV/A: 0.52
Multiplicity: 1
Relative energy (zero: lowest compared OMol25 entry of this formula, charge and spin), eV: 0.077
LUMO, eV: 0.8
Charge: 0
Energy, eV: -37318.47809
SMILES string: CN(CCCC1CCCC1)C(=O)C[C@@H]1C(=O)NCCN1Cc1cccc(F)c1F
Orbital gap, eV: 9.669

An isolated ion of composition C2HN4S and charge +1. Source: the Open Molecules 2025 dataset; level of theory: the ωB97M-V functional and the def2-TZVPD basis.

XYZ file:
```
8
Properties=species:S:1:pos:R:3:forces:R:3
N -1.465 -0.220 -2.486 0.785 0.569 1.722
N -1.031 -0.025 -1.487 -0.058 -0.504 1.056
C -0.434 0.116 -0.141 0.174 -0.632 -1.158
C 0.885 -0.355 0.078 -4.385 2.227 0.942
N 1.270 -0.040 1.314 2.150 -0.350 -0.642
N 0.441 0.634 1.966 -0.897 -0.046 2.225
S -1.049 0.786 1.370 0.077 0.345 -2.243
H 1.381 -0.896 -0.613 2.154 -1.609 -1.903
```
Forces are in eV/Å.

Computed properties:
Maximum force, eV/A: 5.01
Multiplicity: 1
Relative energy (zero: lowest compared OMol25 entry of this formula, charge and spin), eV: 1.556
LUMO, eV: -6.9
Charge: +1
Energy, eV: -18874.33269
SMILES string: N#[N+]c1cnns1
Orbital gap, eV: 8.308

One molecule with the formula C6H8. Source: the Open Molecules 2025 dataset; level of theory: the ωB97M-V functional and the def2-TZVPD basis.

XYZ file:
```
14
Properties=species:S:1:pos:R:3:forces:R:3
C 1.390 -1.820 -0.228 0.565 0.051 0.844
C 1.385 -0.829 0.463 -0.164 -0.511 -0.526
C 1.000 0.515 0.892 -0.220 0.030 -0.200
C -0.160 1.002 -0.046 0.187 0.002 0.211
C -1.463 0.238 -0.039 -0.021 -0.051 0.134
C -0.562 0.170 -1.238 0.134 -0.086 -0.115
H 1.420 -2.711 -0.810 0.108 0.009 0.132
H 0.673 0.512 1.940 -0.007 0.015 -0.243
H 1.876 1.179 0.842 -0.316 -0.085 -0.135
H -0.196 2.087 -0.128 -0.122 -0.243 -0.061
H -2.426 0.748 -0.081 0.399 0.063 -0.054
H -1.476 -0.653 0.587 -0.018 0.111 -0.101
H 0.009 -0.754 -1.305 -0.451 0.413 -0.317
H -0.826 0.587 -2.208 -0.075 0.281 0.431
```
Forces are in eV/Å.

Computed properties:
Maximum force, eV/A: 1.02
Multiplicity: 1
Relative energy (zero: lowest compared OMol25 entry of this formula, charge and spin), eV: 2.248
LUMO, eV: 1.2
Charge: 0
Energy, eV: -6348.53575
SMILES string: C#CCC1CC1
Orbital gap, eV: 11.056